No. 1
Entry from OMol25: a cluster of 2 separate species, C7H9NO in total at a distorted geometry (ωB97M-V with the def2-TZVPD basis set).

```
18
Properties=species:S:1:pos:R:3:forces:R:3
C 0.297 1.276 -0.611 2.8 0.2 2.6
C 0.560 0.960 0.677 -1.1 0.8 0.2
C 2.008 1.376 0.662 1.0 0.5 -1.4
C 2.631 0.577 -0.545 2.2 -1.5 1.5
C 1.733 1.673 -0.911 0.8 1.4 1.6
H -0.447 1.185 -1.286 -2.5 -0.6 -1.8
H -0.044 0.546 1.512 0.4 0.2 -0.8
H 2.569 2.125 1.351 -1.1 -1.7 -1.5
H 3.764 0.568 -0.660 -1.5 0.8 -0.1
H 2.339 -0.484 -0.592 -0.4 0.7 -0.2
H 2.159 2.636 -1.249 -0.7 -0.8 -0.2
C -3.393 -1.718 0.329 -1.7 -1.2 0.8
N -2.053 -1.416 0.110 0.2 0.7 -0.1
C -0.934 -1.796 0.084 -1.0 0.3 -0.5
O 0.184 -2.029 -0.065 2.0 -0.7 0.1
H -4.071 -1.122 -0.277 0.2 0.3 0.0
H -3.637 -2.769 0.082 0.3 0.3 0.1
H -3.665 -1.589 1.391 0.1 0.1 -0.4
```
Positions in Å, forces in eV/Å.

Summary:
Multiplicity   1
Energy relative to the best compared isomer or geometry (same formula, charge and spin)   423.4 kJ/mol
SMILES   C1=C[C@H]2C[C@@H]12.CN=C=O
Gap between HOMO and LUMO   8.68 eV
E_HOMO   -7.971 eV

No. 2
Entry from OMol25: a cluster of 2 separate species, C3H11N3O in total at a distorted geometry (ωB97M-V with the def2-TZVPD basis set).

```
18
Properties=species:S:1:pos:R:3:forces:R:3
C 2.728 0.759 0.103 -0.7 0.0 -0.5
C 1.528 0.685 0.679 -2.0 0.2 -0.1
N 0.158 0.547 0.080 3.7 -0.2 1.2
N -0.839 1.257 0.702 -0.6 0.5 0.3
N 0.045 0.427 -1.294 0.5 -0.1 -0.9
H 2.846 0.820 -0.974 0.0 -0.2 0.0
H 3.637 0.777 0.700 -0.3 0.0 0.0
H 1.470 0.696 1.767 -0.3 0.0 -0.3
H -1.726 0.808 0.460 0.2 0.1 0.3
H -0.867 2.210 0.349 0.0 0.1 0.0
H 0.467 -0.462 -1.560 -0.1 0.0 0.0
H 0.602 1.144 -1.759 -0.1 0.2 -0.2
C -1.606 -1.862 0.409 2.6 1.6 0.2
O -2.480 -1.070 -0.374 -0.1 0.4 -0.6
H -2.112 -2.116 1.341 0.2 0.1 -0.1
H -1.328 -2.767 -0.136 0.0 -0.2 0.2
H -0.588 -1.179 0.589 -2.6 -2.3 0.1
H -1.936 -0.676 -1.082 -0.4 -0.2 0.3
```
Positions in Å, forces in eV/Å.

Summary:
Multiplicity   1
Energy relative to the best compared isomer or geometry (same formula, charge and spin)   400.6 kJ/mol
SMILES   C=CN(N)N.CO
Gap between HOMO and LUMO   9.34 eV
E_HOMO   -8.484 eV

No. 3
Entry from OMol25: a structure of composition C3H9NS at a distorted geometry (ωB97M-V with the def2-TZVPD basis set).

```
14
Properties=species:S:1:pos:R:3:forces:R:3
C -1.528 -0.246 0.280 -0.5 1.1 1.2
C -0.102 -0.067 -0.287 -2.1 -1.0 -1.0
C 0.884 -0.108 0.822 0.8 1.0 2.2
S 2.643 0.145 0.323 -2.2 -4.3 -2.1
N -0.079 1.158 -1.048 1.0 0.8 0.1
H -1.677 -1.072 0.971 0.4 -0.5 -0.2
H -2.405 -0.259 -0.389 0.8 0.0 -0.3
H -1.701 0.630 0.938 0.0 -0.2 -0.4
H 0.087 -0.924 -0.971 0.2 -0.1 0.4
H 0.739 0.612 1.637 -0.5 0.8 -0.7
H 0.761 -0.975 1.472 0.3 -0.7 -0.8
H 2.150 -1.348 -0.514 2.0 3.3 1.4
H 0.881 1.309 -1.354 -0.2 0.2 0.0
H -0.655 1.146 -1.880 -0.1 -0.3 0.1
```
Positions in Å, forces in eV/Å.

Summary:
Multiplicity   1
Energy relative to the best compared isomer or geometry (same formula, charge and spin)   183.9 kJ/mol
Gap between HOMO and LUMO   9.08 eV
E_HOMO   -9.217 eV

No. 4
Entry from OMol25: the molecule C8H8P4 at a distorted geometry (ωB97M-V with the def2-TZVPD basis set).

```
20
Properties=species:S:1:pos:R:3:forces:R:3
C -4.575 -0.066 0.300 1.5 0.4 -0.4
P -3.609 1.326 0.116 -1.3 -0.6 0.3
C -2.080 0.532 -0.081 3.4 -0.6 -0.4
P -0.362 1.978 -0.221 -2.0 -1.5 0.6
C 0.990 0.779 -0.159 0.6 -0.1 1.0
C 1.960 0.769 0.883 -1.4 1.4 0.6
C 3.107 0.004 0.839 -1.3 -0.6 -1.8
C 3.343 -0.798 -0.300 -0.2 1.4 0.0
C 2.446 -0.715 -1.374 -1.1 -0.4 1.4
C 1.202 -0.064 -1.220 0.5 -0.2 -2.3
P -1.796 -1.181 -0.292 -1.0 2.0 0.6
P -3.969 -1.730 0.029 0.5 1.0 -2.4
H -5.618 0.017 0.380 -1.4 0.3 0.3
H -0.215 2.435 1.159 -0.4 -0.5 -0.7
H 1.691 1.449 1.737 0.8 -0.9 -0.7
H 3.810 -0.029 1.615 0.7 0.1 1.1
H 4.302 -1.297 -0.272 -0.1 -0.4 -0.6
H 2.492 -1.227 -2.300 0.8 -0.7 -0.5
H 0.491 -0.159 -2.116 1.0 0.4 1.6
H -3.609 -2.024 1.275 0.5 -0.7 2.2
```
Positions in Å, forces in eV/Å.

Summary:
Multiplicity   1
Energy relative to the best compared isomer or geometry (same formula, charge and spin)   0.0 kJ/mol
SMILES   C1=PC(Pc2ccccc2)=P#[PH]1
Gap between HOMO and LUMO   7.59 eV
E_HOMO   -8.512 eV